Record 1
# C28H58F8N3O11

A 4-piece molecular cluster, C28H58F8N3O11 overall (ωB97M-V/def2-TZVPD, OMol25).

The geometry in XYZ format:
```
108
Properties=species:S:1:pos:R:3:forces:R:3
C 5.392 -0.967 0.143 0.6 -0.2 0.5
O 4.068 -0.349 0.000 0.9 -0.1 -1.6
C 3.949 -0.045 -1.415 0.7 -0.9 -0.2
N 2.956 1.033 -1.643 -1.7 -1.7 1.8
C 1.629 0.645 -1.187 1.2 0.2 -0.2
N 1.018 -0.601 -1.564 1.9 2.4 0.9
N 0.992 1.538 -0.428 -0.7 -0.8 -0.2
C -0.391 1.256 0.105 -0.6 -0.1 0.1
C -1.504 1.408 -1.045 1.6 -0.8 -0.9
O -2.402 0.293 -0.971 -0.7 0.7 0.4
C -3.542 0.550 -0.126 -0.2 1.7 0.5
C -3.686 -0.459 1.085 0.2 1.7 1.2
F -4.360 0.259 2.108 1.1 -1.3 -1.7
F -2.402 -0.720 1.613 -2.2 -0.1 -1.1
C -4.551 -1.759 0.815 -1.1 -1.2 1.5
F -4.167 -2.781 1.710 -0.4 1.9 -1.8
F -5.901 -1.498 1.125 2.5 -0.2 -0.9
C -4.510 -2.347 -0.655 -1.4 -2.1 -0.6
F -5.207 -1.562 -1.601 1.7 -0.9 1.9
F -5.239 -3.558 -0.602 1.2 2.3 0.2
C -3.069 -2.727 -1.220 0.4 -1.4 -1.7
F -2.078 -2.863 -0.245 -1.7 0.6 -1.3
F -3.190 -3.998 -1.840 0.3 2.1 1.2
H 5.415 -1.684 1.022 -0.3 1.1 -1.0
H 6.143 -0.127 0.299 -0.8 -1.2 -0.2
H 5.668 -1.580 -0.775 -0.4 0.8 1.1
H 4.955 0.267 -1.841 -1.3 0.0 0.5
H 3.663 -1.015 -1.930 0.1 1.3 0.3
H 3.286 1.819 -1.053 -0.4 -0.3 -0.8
H 1.633 -1.144 -2.181 -0.4 0.3 0.4
H 0.732 -1.141 -0.739 -0.2 0.2 -0.5
H 1.446 2.427 -0.170 -0.2 -0.9 -0.3
H -0.343 0.190 0.513 -0.5 1.6 -0.6
H -0.674 1.955 0.949 0.9 -0.8 -0.9
H -2.000 2.424 -1.083 0.3 -1.2 0.4
H -0.943 1.299 -2.037 -0.9 0.1 1.3
H -3.369 1.580 0.348 -0.5 -1.5 -0.2
H -4.510 0.673 -0.725 1.3 -0.6 0.8
H -2.766 -2.025 -2.068 -0.2 -0.7 1.6
C 10.199 3.205 -1.130 0.4 0.0 -0.2
O 10.252 2.369 -2.274 -0.5 0.0 0.4
C 9.600 1.118 -2.110 0.1 0.2 -0.4
C 8.591 0.837 -3.223 0.0 -0.2 0.0
O 7.460 1.705 -3.300 0.1 0.0 0.1
C 7.694 3.078 -3.628 0.1 0.1 0.1
C 8.289 3.359 -5.006 0.2 0.0 0.3
O 9.618 2.878 -5.126 -0.5 -0.4 -0.2
C 9.857 2.093 -6.282 0.3 0.2 0.2
H 11.066 3.014 -0.489 -0.1 0.0 0.1
H 10.241 4.241 -1.468 0.1 0.0 0.0
H 9.274 3.072 -0.562 0.0 -0.1 0.0
H 9.103 1.047 -1.137 0.0 0.1 0.0
H 10.376 0.347 -2.146 -0.2 -0.2 0.0
H 8.176 -0.158 -3.032 -0.1 0.1 0.1
H 9.077 0.764 -4.193 0.2 0.2 0.0
H 8.277 3.554 -2.841 0.2 0.0 -0.1
H 6.711 3.552 -3.592 -0.1 -0.1 -0.1
H 8.327 4.445 -5.146 -0.3 0.1 0.0
H 7.634 2.941 -5.775 0.1 -0.1 0.0
H 8.962 1.557 -6.613 0.0 0.1 0.0
H 10.621 1.353 -6.034 0.0 0.1 0.0
H 10.234 2.727 -7.089 -0.1 -0.1 -0.1
C 0.068 -4.807 6.745 0.3 0.0 -0.2
O 0.143 -5.626 5.592 -0.4 0.1 0.3
C -0.475 -6.898 5.742 0.0 0.1 -0.4
C -1.479 -7.195 4.629 0.0 -0.1 0.0
O -2.631 -6.358 4.563 0.2 0.2 -0.1
C -2.445 -4.978 4.247 0.1 -0.1 0.1
C -1.869 -4.665 2.868 0.1 0.1 0.4
O -0.524 -5.101 2.733 -0.3 -0.4 -0.3
C -0.271 -5.868 1.568 0.2 0.2 0.3
H 0.941 -4.982 7.383 -0.1 0.0 0.2
H 0.081 -3.765 6.419 0.1 0.0 0.0
H -0.852 -4.971 7.312 0.0 -0.1 0.0
H -0.968 -6.993 6.714 0.0 0.1 0.0
H 0.322 -7.647 5.696 -0.1 -0.2 0.0
H -1.865 -8.203 4.810 -0.1 0.1 0.1
H -0.993 -7.244 3.656 0.2 0.2 0.0
H -1.871 -4.491 5.035 0.2 0.0 -0.1
H -3.442 -4.537 4.295 -0.1 -0.1 -0.1
H -1.867 -3.577 2.737 -0.3 0.0 0.0
H -2.517 -5.097 2.099 0.1 -0.1 0.0
H -1.151 -6.429 1.241 0.0 0.1 0.0
H 0.519 -6.585 1.803 0.0 0.1 0.0
H 0.078 -5.214 0.764 -0.1 -0.1 -0.2
C -5.601 6.275 -0.285 0.1 -0.2 0.3
O -6.324 5.384 0.545 -0.1 0.3 -0.5
C -7.648 5.813 0.843 0.0 -0.4 0.1
C -8.693 4.743 0.533 -0.1 0.0 0.1
O -8.848 4.375 -0.836 0.3 -0.1 0.1
C -7.756 3.726 -1.485 0.0 0.2 0.1
C -7.351 2.360 -0.934 0.1 0.4 0.1
O -6.807 2.444 0.375 -0.4 -0.2 -0.1
C -7.381 1.539 1.308 0.3 0.1 0.1
H -5.060 7.001 0.332 0.0 0.1 -0.2
H -4.873 5.692 -0.852 0.0 0.0 0.0
H -6.247 6.794 -0.998 0.0 0.0 0.0
H -7.899 6.736 0.313 0.1 0.0 -0.1
H -7.679 6.024 1.917 -0.2 0.1 0.0
H -9.664 5.151 0.832 0.0 0.1 -0.1
H -8.553 3.856 1.148 0.3 0.0 0.0
H -6.901 4.400 -1.539 0.2 -0.1 0.2
H -8.081 3.581 -2.516 -0.2 -0.1 0.0
H -6.567 1.950 -1.583 -0.1 0.0 -0.3
H -8.211 1.685 -0.974 0.0 0.0 0.1
H -8.422 1.304 1.073 0.0 0.0 -0.1
H -7.356 2.010 2.293 0.1 0.0 0.0
H -6.789 0.623 1.346 -0.2 -0.1 0.1
```
Forces are in eV/Å.

Kohn-Sham gap, eV: 7.084
Net charge: +1
E_HOMO, hartree: -0.383

These are the Löwdin partial charges, in e, on atoms 1 to 99: number 1, C, carries -0.08; number 2, O, carries -0.20; number 3, C, carries -0.23; number 4, N, carries 0.10; number 5, C, carries -0.26; number 6, N, carries 0.20; number 7, N, carries 0.10; number 8, C, carries -0.08; number 9, C, carries -0.16; number 10, O, carries -0.17; number 11, C, carries -0.06; number 12, C, carries -0.28; number 13, F, carries 0.07; number 14, F, carries 0.07; number 15, C, carries -0.24; number 16, F, carries 0.10; number 17, F, carries 0.10; number 18, C, carries -0.25; number 19, F, carries 0.09; number 20, F, carries 0.09; number 21, C, carries -0.18; number 22, F, carries 0.05; number 23, F, carries 0.04; number 24, H, carries 0.11; number 25, H, carries 0.11; number 26, H, carries 0.10; number 27, H, carries 0.14; number 28, H, carries 0.14; number 29, H, carries 0.15; number 30, H, carries 0.11; number 31, H, carries 0.13; number 32, H, carries 0.18; number 33, H, carries 0.13; number 34, H, carries 0.15; number 35, H, carries 0.14; number 36, H, carries 0.13; number 37, H, carries 0.16; number 38, H, carries 0.15; number 39, H, carries 0.18; number 40, C, carries -0.11; number 41, O, carries -0.20; number 42, C, carries -0.19; number 43, C, carries -0.17; number 44, O, carries -0.14; number 45, C, carries -0.17; number 46, C, carries -0.19; number 47, O, carries -0.20; number 48, C, carries -0.10; number 49, H, carries 0.09; number 50, H, carries 0.09; number 51, H, carries 0.08; number 52, H, carries 0.11; number 53, H, carries 0.13; number 54, H, carries 0.12; number 55, H, carries 0.10; number 56, H, carries 0.10; number 57, H, carries 0.12; number 58, H, carries 0.13; number 59, H, carries 0.12; number 60, H, carries 0.09; number 61, H, carries 0.09; number 62, H, carries 0.09; number 63, C, carries -0.11; number 64, O, carries -0.20; number 65, C, carries -0.18; number 66, C, carries -0.17; number 67, O, carries -0.12; number 68, C, carries -0.17; number 69, C, carries -0.20; number 70, O, carries -0.20; number 71, C, carries -0.11; number 72, H, carries 0.09; number 73, H, carries 0.08; number 74, H, carries 0.09; number 75, H, carries 0.12; number 76, H, carries 0.13; number 77, H, carries 0.13; number 78, H, carries 0.10; number 79, H, carries 0.11; number 80, H, carries 0.13; number 81, H, carries 0.11; number 82, H, carries 0.12; number 83, H, carries 0.09; number 84, H, carries 0.09; number 85, H, carries 0.08; number 86, C, carries -0.12; number 87, O, carries -0.21; number 88, C, carries -0.18; number 89, C, carries -0.17; number 90, O, carries -0.11; number 91, C, carries -0.17; number 92, C, carries -0.19; number 93, O, carries -0.21; number 94, C, carries -0.09; number 95, H, carries 0.09; number 96, H, carries 0.08; number 97, H, carries 0.09; number 98, H, carries 0.12; number 99, H, carries 0.13

=====

Record 2
# C28H58IN4O4P

C28H58IN4O4P as an isolated structure (ωB97M-V/def2-TZVPD, OMol25).

The geometry in XYZ format:
```
96
Properties=species:S:1:pos:R:3:forces:R:3
C -8.363 -2.421 0.736 0.0 -0.9 0.1
C -7.344 -2.699 1.992 -0.4 -1.3 -0.9
P -6.044 -1.313 2.271 0.2 -0.1 1.6
C -4.431 -2.288 2.763 0.4 -0.6 0.0
C -3.271 -1.270 3.318 0.3 0.3 0.2
C -5.749 -0.289 0.675 -0.3 0.5 -1.6
O -4.325 0.031 0.501 -0.8 0.1 -1.1
C -4.060 0.801 -0.721 -1.4 1.6 -0.4
C -3.795 -0.074 -2.076 -0.4 1.9 -0.3
N -2.793 -1.181 -1.981 -1.4 -0.1 0.6
I -1.101 -0.541 -0.961 0.0 0.0 -0.4
C -3.236 -2.408 -1.253 0.3 -2.2 1.2
C -4.721 -2.992 -1.598 -0.5 -1.1 0.8
C -4.611 -4.620 -1.853 0.8 -1.7 -5.9
N -4.685 -5.673 -0.762 0.3 2.9 -0.6
O -4.458 -5.017 -3.128 -0.7 2.2 7.8
H -7.798 -2.719 -0.252 -1.2 0.8 1.8
H -8.780 -1.328 0.680 0.9 -2.1 0.1
H -9.267 -3.175 0.845 1.8 1.7 -0.3
H -7.969 -2.869 2.986 1.5 0.6 -2.0
H -6.788 -3.723 1.760 -1.2 2.0 0.5
H -4.083 -2.961 1.857 -0.4 1.3 1.8
H -4.701 -3.026 3.655 0.2 1.6 -2.0
H -3.479 -0.145 3.012 0.5 -2.5 0.5
H -2.221 -1.599 2.909 -2.1 0.7 0.7
H -3.206 -1.283 4.501 -0.3 -0.1 -2.5
H -6.337 0.736 0.808 1.1 -2.1 -0.2
H -6.181 -0.818 -0.277 0.8 1.0 1.6
H -5.051 1.436 -0.925 2.0 -1.2 0.2
H -3.225 1.628 -0.515 -1.6 -2.3 -0.3
H -3.356 0.700 -2.874 -0.9 -1.6 1.8
H -4.851 -0.379 -2.528 2.4 0.1 1.1
H -2.462 -3.277 -1.521 -1.5 2.0 0.4
H -3.169 -2.308 -0.065 -0.3 0.0 -2.5
H -5.232 -2.538 -2.554 1.1 -1.0 2.0
H -5.370 -2.856 -0.615 1.1 0.0 -2.2
H -5.222 -5.244 0.039 1.2 -0.7 -0.9
H -3.713 -5.948 -0.451 -1.5 0.4 -0.5
C 2.482 4.721 -0.075 0.3 0.2 0.1
C 1.581 3.613 0.539 -0.2 1.2 -1.7
C 0.437 4.206 1.411 0.0 -0.3 0.3
C 0.856 4.652 2.802 0.0 0.1 0.1
C 1.606 3.536 3.521 -0.2 0.0 -0.3
C 2.817 3.020 2.700 1.5 0.5 1.5
N 2.447 2.642 1.289 -3.9 -3.3 1.3
O 1.751 1.419 1.351 2.2 3.0 -0.3
C 3.915 4.120 2.724 0.0 0.3 -0.2
C 3.487 1.840 3.474 -0.5 -0.4 -0.5
C 0.877 3.010 -0.730 0.2 -0.7 0.7
H 3.385 4.945 0.485 -0.1 0.0 0.2
H 2.847 4.433 -1.068 -0.2 -0.1 0.2
H 1.934 5.663 -0.189 0.0 -0.2 0.0
H -0.354 3.452 1.533 0.2 -0.1 -0.1
H -0.036 5.050 0.894 0.2 -0.2 -0.2
H 1.462 5.561 2.740 0.1 -0.1 0.0
H -0.036 4.919 3.382 0.1 0.0 -0.1
H 1.938 3.905 4.500 0.2 -0.2 -0.2
H 0.910 2.714 3.728 0.1 0.0 -0.2
H 4.753 3.858 2.067 -0.2 0.0 0.0
H 4.326 4.246 3.734 -0.2 -0.3 -0.2
H 3.548 5.110 2.447 0.0 -0.2 -0.1
H 2.795 1.012 3.669 0.1 0.2 -0.3
H 3.853 2.168 4.455 -0.1 0.3 -0.3
H 4.349 1.448 2.919 -0.2 0.1 0.0
H 1.597 2.508 -1.390 -0.1 0.1 0.2
H 0.395 3.803 -1.313 0.3 0.1 0.3
H 0.091 2.288 -0.476 0.3 0.1 0.1
C 5.370 -0.577 -0.170 0.2 -0.3 0.1
C 4.458 0.019 -1.281 0.4 0.6 1.8
C 2.968 -0.390 -1.097 -0.1 -0.2 -0.3
C 2.628 -1.798 -1.557 0.0 -0.1 0.0
C 3.115 -2.030 -2.983 0.0 0.3 0.2
C 4.628 -1.730 -3.142 0.5 -1.9 -0.6
N 5.011 -0.368 -2.622 -3.3 2.7 -2.8
O 4.551 0.582 -3.556 1.7 -2.4 2.3
C 5.419 -2.856 -2.419 0.0 0.0 0.4
C 5.029 -1.928 -4.639 -0.2 0.8 0.1
C 4.516 1.559 -0.973 0.1 -0.2 -0.9
H 5.869 -1.505 -0.431 -0.2 0.0 -0.1
H 6.189 0.107 0.081 -0.2 0.1 -0.1
H 4.806 -0.765 0.750 0.0 0.1 -0.1
H 2.329 0.303 -1.662 0.3 0.0 0.0
H 2.671 -0.277 -0.047 0.3 0.2 -0.2
H 3.055 -2.534 -0.868 0.0 0.0 -0.1
H 1.541 -1.941 -1.519 0.2 0.0 0.0
H 2.900 -3.068 -3.267 0.3 0.1 -0.1
H 2.530 -1.403 -3.666 0.2 0.1 0.0
H 6.493 -2.638 -2.402 -0.2 0.0 0.0
H 5.294 -3.818 -2.931 -0.1 0.4 -0.1
H 5.082 -3.039 -1.396 0.1 0.1 -0.1
H 4.454 -1.290 -5.321 0.2 0.0 0.3
H 4.848 -2.960 -4.963 0.0 0.1 0.4
H 6.096 -1.721 -4.789 -0.2 0.0 0.1
H 5.523 1.965 -1.134 -0.1 -0.2 -0.1
H 4.247 1.750 0.072 0.1 -0.4 -0.2
H 3.815 2.139 -1.586 0.2 -0.2 0.0
```
Forces are in eV/Å.

Kohn-Sham gap (spin up / spin down), eV: 8.177 / 7.625
Expectation value of S²: 2.010
E_HOMO (spin up / spin down), hartree: -0.302 / -0.302
Spin multiplicity: 3

Formally, the Löwdin partial charges of the atoms, in units of the elementary charge, are as follows: number 1, C, carries -0.20; number 2, C, carries -0.46; number 3, P, carries 0.93; number 4, C, carries -0.43; number 5, C, carries -0.20; number 6, C, carries -0.40; number 7, O, carries -0.31; number 8, C, carries -0.25; number 9, C, carries -0.29; number 10, N, carries -0.55; number 11, I, carries 1.04; number 12, C, carries -0.36; number 13, C, carries -0.10; number 14, C, carries -0.32; number 15, N, carries 0.07; number 16, O, carries -0.05; number 17, H, carries 0.06; number 18, H, carries 0.08; number 19, H, carries 0.08; number 20, H, carries 0.09; number 21, H, carries 0.07; number 22, H, carries 0.06; number 23, H, carries 0.09; number 24, H, carries 0.07; number 25, H, carries 0.07; number 26, H, carries 0.08; number 27, H, carries 0.11; number 28, H, carries 0.08; number 29, H, carries 0.13; number 30, H, carries 0.11; number 31, H, carries 0.13; number 32, H, carries 0.13; number 33, H, carries 0.13; number 34, H, carries 0.07; number 35, H, carries 0.13; number 36, H, carries 0.09; number 37, H, carries 0.07; number 38, H, carries 0.10; number 39, C, carries -0.03; number 40, C, carries -0.45; number 41, C, carries -0.14; number 42, C, carries -0.19; number 43, C, carries -0.14; number 44, C, carries -0.47; number 45, N, carries -0.03; number 46, O, carries -0.05; number 47, C, carries -0.05; number 48, C, carries -0.04; number 49, C, carries -0.05; number 50, H, carries 0.05; number 51, H, carries 0.08; number 52, H, carries 0.09; number 53, H, carries 0.12; number 54, H, carries 0.12; number 55, H, carries 0.11; number 56, H, carries 0.12; number 57, H, carries 0.12; number 58, H, carries 0.12; number 59, H, carries 0.09; number 60, H, carries 0.09; number 61, H, carries 0.06; number 62, H, carries 0.08; number 63, H, carries 0.08; number 64, H, carries 0.08; number 65, H, carries 0.06; number 66, H, carries 0.09; number 67, H, carries 0.01; number 68, C, carries -0.03; number 69, C, carries -0.44; number 70, C, carries -0.15; number 71, C, carries -0.20; number 72, C, carries -0.14; number 73, C, carries -0.47; number 74, N, carries -0.02; number 75, O, carries -0.03; number 76, C, carries -0.06; number 77, C, carries -0.05; number 78, C, carries -0.04; number 79, H, carries 0.05; number 80, H, carries 0.08; number 81, H, carries 0.09; number 82, H, carries 0.10; number 83, H, carries 0.10; number 84, H, carries 0.11; number 85, H, carries 0.04; number 86, H, carries 0.12; number 87, H, carries 0.13; number 88, H, carries 0.09; number 89, H, carries 0.09; number 90, H, carries 0.06; number 91, H, carries 0.08; number 92, H, carries 0.08; number 93, H, carries 0.09; number 94, H, carries 0.09; number 95, H, carries 0.06; number 96, H, carries 0.06

=====

Respective E_tot values: -78694.230 -61505.284 eV.
Respective largest force on an atom values: 3.26 8.10 eV/Å.